Entry 1:
A structure of composition C4H7N3. Source: the OMol25 dataset; level of theory: ωB97M-V with the def2-TZVPD basis set.

Geometry (Å):
N (-0.948, 1.432, -0.165)
N (-2.089, -0.626, 0.562)
N (1.916, -0.819, 0.622)
C (-0.894, 0.027, 0.170)
C (0.783, 0.008, 0.421)
C (0.141, -0.207, -0.879)
C (0.425, 1.209, -0.568)
H (-1.149, 2.103, 0.570)
H (1.108, 1.951, -0.943)
H (2.674, -0.549, 1.236)
H (-2.705, -0.742, -0.243)
H (0.413, -0.997, -1.554)
H (2.273, -1.261, -0.222)
H (-1.948, -1.530, 0.992)

Results
HOMO energy, eV: -8.29
Gap between HOMO and LUMO, hartree: 0.346

Results of the Löwdin charge analysis, in e, for atoms 1 through 2:
1. N 0.06
2. N 0.10

Entry 2:
A cluster of 8 separate species, C45H39BN3O17 in total in a non-equilibrium geometry. Source: the OMol25 dataset; level of theory: ωB97M-V with the def2-TZVPD basis set.

Geometry (Å):
O (-8.942, -6.652, -0.408)
O (0.121, 1.735, -5.425)
O (4.095, 2.751, 0.112)
O (1.161, 2.788, 1.744)
O (0.571, -7.987, 0.015)
O (-3.155, -2.088, -2.079)
O (2.316, 3.845, -1.790)
O (-8.265, -2.517, -0.748)
O (-3.353, -2.261, -5.233)
O (8.020, 4.099, -2.654)
O (2.974, 1.875, 6.640)
O (-13.418, -4.899, 1.818)
O (3.480, 5.372, -6.730)
O (-3.750, -6.270, -2.519)
O (0.718, 4.137, 7.802)
O (8.588, 1.802, -2.121)
O (4.573, 6.356, 10.680)
N (5.868, 0.695, -2.222)
N (4.467, 1.780, -0.731)
N (6.458, 2.902, -1.122)
C (3.213, 5.022, -5.601)
C (9.414, 1.780, -0.911)
C (3.690, 5.847, 10.022)
C (-6.338, -1.170, -0.804)
C (-5.054, -1.062, -1.140)
C (2.263, 6.082, 10.338)
C (-9.969, -6.249, 0.103)
C (1.604, 4.647, 8.462)
C (-11.308, -4.369, 0.926)
C (2.100, 4.085, -5.328)
C (1.167, 2.538, 5.287)
C (-2.508, -8.111, -1.743)
C (-2.558, -1.347, -5.277)
C (-2.783, -0.175, -6.152)
C (-7.093, -2.419, -1.053)
C (8.868, 0.575, -0.035)
C (2.584, 4.199, -2.931)
C (3.999, 4.970, 8.871)
C (-12.179, -6.741, 1.043)
C (-10.181, -4.810, 0.367)
C (-11.053, -7.182, 0.485)
C (-2.760, -6.666, -1.937)
C (-12.392, -5.300, 1.307)
C (-1.910, 0.830, -6.198)
C (-1.420, -8.543, -1.106)
C (2.556, 2.086, 5.518)
C (1.572, 2.579, 2.871)
C (-1.325, -1.361, -4.457)
C (-1.760, -5.718, -1.397)
C (3.696, 5.135, -3.200)
C (2.961, 2.128, 3.101)
C (-5.084, -3.434, -2.024)
C (-6.369, -3.542, -1.687)
C (-4.330, -2.187, -1.774)
C (5.613, 1.795, -1.360)
C (3.990, 5.518, -4.442)
C (1.808, 3.704, -4.085)
C (-0.678, 0.815, -5.380)
C (1.294, 5.525, 9.612)
C (0.709, 2.767, 4.056)
C (-0.673, -6.150, -0.761)
C (-0.452, -0.355, -4.505)
C (3.030, 4.412, 8.146)
C (-0.420, -7.595, -0.566)
C (3.421, 1.899, 4.330)
B (7.703, 2.891, -1.969)
H (7.771, 0.708, 0.174)
H (3.574, 1.996, 2.221)
H (9.454, 0.452, 0.904)
H (0.246, 5.685, 9.828)
H (5.978, 0.975, -3.194)
H (1.000, 3.021, -3.868)
H (-6.938, -4.447, -1.860)
H (-2.058, 1.695, -6.832)
H (-1.176, -2.225, -3.824)
H (-11.481, -3.319, 1.125)
H (0.070, -5.472, -0.360)
H (4.800, 6.202, -4.660)
H (-4.538, -4.245, -2.489)
H (0.552, 2.671, 6.166)
H (3.813, 1.009, -0.886)
H (-4.485, -0.157, -0.967)
H (-3.251, -8.788, -2.144)
H (4.252, 5.488, -2.339)
H (4.436, 1.569, 4.517)
H (-1.963, -4.664, -1.548)
H (5.048, 4.809, 8.656)
H (-3.689, -0.182, -6.745)
H (1.543, 3.731, -6.185)
H (8.939, -0.325, -0.701)
H (-9.378, -4.143, 0.082)
H (6.629, 0.107, -1.889)
H (2.055, 6.726, 11.183)
H (3.238, 3.770, 7.302)
H (8.355, 4.759, -2.029)
H (-1.218, -9.596, -0.955)
H (9.243, 2.752, -0.378)
H (10.492, 1.649, -1.162)
H (-0.305, 3.098, 3.868)
H (-12.983, -7.409, 1.328)
H (-10.879, -8.232, 0.285)
H (6.716, 2.935, -0.129)
H (3.379, 3.295, -0.293)
H (-6.884, -0.359, -0.339)
H (0.454, -0.348, -3.913)

Results
HOMO energy, eV: -10.96
Gap between HOMO and LUMO, hartree: 0.255
Charge: +1

Results of the Löwdin charge analysis, in e, for atoms 1 through 2:
1. O 0.09
2. O 0.07

Entry 3:
The molecule C6H5FO in a non-equilibrium geometry. Source: the OMol25 dataset; level of theory: ωB97M-V with the def2-TZVPD basis set.

Geometry (Å):
F (-1.651, 0.539, 2.207)
O (1.808, 0.412, 1.165)
C (1.552, -1.071, -0.746)
C (1.812, -1.821, -1.678)
C (-1.164, -0.158, -0.785)
C (1.137, -0.077, 0.252)
C (-0.921, 1.293, 1.361)
C (-0.371, 0.295, 0.245)
H (-1.544, 2.089, 0.913)
H (-0.751, -0.874, -1.528)
H (-2.207, 0.111, -0.884)
H (-0.026, 1.765, 1.778)
H (2.327, -2.503, -2.301)

Results
SMILES: C#CC(=O)C(=C)CF
HOMO energy, eV: -10.47
Gap between HOMO and LUMO, hartree: 0.366

Results of the Löwdin charge analysis, in e, for atoms 1 through 2:
1. F -0.01
2. O 0.08

Entry 4:
A cluster of 2 separate species, C2H7FNPS2 in total in a non-equilibrium geometry. Source: the OMol25 dataset; level of theory: ωB97M-V with the def2-TZVPD basis set.

Geometry (Å):
S (-3.463, 1.190, 1.444)
S (1.568, 1.111, -0.429)
P (-2.151, 1.580, 0.185)
F (-2.424, 3.048, -0.511)
N (-2.285, 0.526, -1.136)
C (2.034, -0.142, 0.658)
C (1.638, -1.542, 0.190)
H (1.990, -2.310, 0.819)
H (-1.968, 0.707, -2.074)
H (0.459, -1.607, 0.248)
H (-2.080, -0.493, -1.020)
H (3.105, -0.034, 0.802)
H (1.688, -0.133, 1.671)
H (1.889, -1.901, -0.848)

Results
HOMO energy (alpha / beta), eV: -9.40 / -8.76
Gap between HOMO and LUMO (alpha / beta), hartree: 0.275 / 0.247

Results of the Löwdin charge analysis, in e, for atoms 1 through 2:
1. S 0.25
2. S 0.63

Entry 5:
A structure of composition C28H25Br2N3RhSSi in a non-equilibrium geometry. Source: the OMol25 dataset; level of theory: ωB97M-V with the def2-TZVPD basis set.

Geometry (Å):
Rh (-0.173, -0.111, -0.128)
Br (-5.559, 3.987, -0.699)
Br (1.908, 6.338, 0.554)
S (1.671, -0.823, -1.356)
Si (-0.928, -2.387, -0.292)
N (1.194, -0.784, 1.572)
N (-1.928, 1.090, -0.188)
N (0.563, 1.885, 0.166)
C (-2.715, -1.766, -4.032)
C (0.374, -3.754, -0.655)
C (1.838, 2.203, 0.367)
C (1.342, 4.534, 0.386)
C (2.287, 3.496, 0.496)
C (1.643, -1.165, 3.869)
C (-4.076, 2.830, -0.461)
C (-1.821, -2.874, 1.350)
C (-0.464, 0.018, 3.113)
C (-2.815, 3.332, -0.271)
C (-3.523, -2.591, -1.513)
C (0.827, -0.676, 2.847)
C (2.398, -1.295, 1.239)
C (-2.189, -2.248, -1.731)
C (-1.794, -1.838, -3.000)
C (4.552, -2.276, 1.831)
C (4.051, -1.794, -0.474)
C (2.786, -1.328, -0.124)
C (-1.722, 2.452, -0.132)
C (-4.042, -2.088, -3.801)
C (3.298, -1.776, 2.227)
C (-4.276, 1.436, -0.484)
C (4.923, -2.267, 0.502)
C (-3.170, 0.633, -0.339)
C (2.868, -1.717, 3.569)
C (-0.376, 2.881, 0.063)
C (0.023, 4.231, 0.160)
C (-4.443, -2.516, -2.544)
H (-2.658, 4.397, -0.241)
H (-2.253, -3.858, 1.190)
H (3.328, 3.708, 0.670)
H (-2.398, -1.448, -5.014)
H (-1.261, -0.421, 2.510)
H (-1.126, -2.955, 2.178)
H (1.138, -3.790, 0.118)
H (-3.850, -2.932, -0.543)
H (3.515, -2.084, 4.348)
H (-2.626, -2.203, 1.633)
H (5.895, -2.633, 0.215)
H (0.876, -3.613, -1.608)
H (-0.762, -1.580, -3.180)
H (-4.765, -1.998, -4.593)
H (-0.116, -4.723, -0.681)
H (4.345, -1.795, -1.511)
H (-0.738, -0.035, 4.162)
H (-0.702, 5.020, 0.060)
H (-5.474, -2.784, -2.367)
H (2.543, 1.386, 0.437)
H (-3.296, -0.439, -0.354)
H (1.312, -1.087, 4.890)
H (-0.378, 1.069, 2.831)
H (5.216, -2.666, 2.589)
H (-5.255, 1.008, -0.618)

Results
HOMO energy (alpha / beta), eV: -10.13 / -10.16
Gap between HOMO and LUMO (alpha / beta), hartree: 0.208 / 0.207
Charge: +1

Results of the Löwdin charge analysis, in e, for atoms 1 through 2:
1. Rh 0.67
2. Br 0.82